# 1
The following is a DFT calculation (ωB97M-V/def2-TZVPD) of a single C5H14N2 molecule at a distorted geometry.

Properties
- E_tot: -8390.79184 eV
- HOMO level: -8.299 eV
- SMILES: CNCC[C@@H](C)N
- Multiplicity: 1
- Frontier orbital gap: 9.46 eV
- ΔE to the lowest compared entry with this formula, charge and spin: 176.3 kJ/mol
- Molar mass: 102.18 g/mol

Atoms and positions in Å:
C -2.70 0.22 -1.57
N -1.73 0.06 -0.44
C -0.63 -0.89 -0.50
C 0.28 -0.80 0.72
C 1.58 0.06 0.43
C 1.27 1.56 0.59
N 2.68 -0.73 1.03
H -3.13 1.22 -1.49
H -3.38 -0.64 -1.58
H -2.08 0.24 -2.47
H -2.39 0.03 0.32
H -1.13 -1.86 -0.62
H -0.11 -0.76 -1.45
H -0.35 -0.52 1.56
H 0.64 -1.75 1.12
H 1.74 -0.14 -0.63
H 0.71 1.90 1.45
H 2.27 2.08 0.64
H 0.59 1.87 -0.19
H 2.39 -1.03 1.96
H 3.48 -0.11 1.10

---

# 2
The following is a DFT calculation (ωB97M-V/def2-TZVPD) of a single C5H14N2 molecule at a distorted geometry.

Properties
- E_tot: -8392.15261 eV
- HOMO level: -8.963 eV
- SMILES: C[C@@H](N)CCCN
- Multiplicity: 1
- Frontier orbital gap: 10.03 eV
- ΔE to the lowest compared entry with this formula, charge and spin: 45.0 kJ/mol
- Molar mass: 102.18 g/mol

Atoms and positions in Å:
C 2.11 -0.84 -0.75
C 1.34 0.23 0.01
N 2.12 1.44 0.17
C -0.04 0.50 -0.65
C -1.08 -0.59 -0.56
C -1.78 -0.70 0.81
N -2.55 0.51 1.14
H 2.90 -1.33 -0.18
H 2.46 -0.41 -1.69
H 1.45 -1.63 -1.04
H 1.12 -0.20 0.99
H 2.17 1.96 -0.69
H 1.76 2.01 0.93
H 0.15 0.73 -1.70
H -0.38 1.44 -0.21
H -1.86 -0.40 -1.31
H -0.70 -1.57 -0.81
H -0.98 -0.79 1.55
H -2.42 -1.57 0.79
H -3.55 0.34 1.17
H -2.25 0.88 2.03

---

# 3
The following is a DFT calculation (ωB97M-V/def2-TZVPD) of a single C5H14N2 molecule at a distorted geometry.

Properties
- E_tot: -8391.23566 eV
- HOMO level: -7.938 eV
- SMILES: CCNCCNC
- Multiplicity: 1
- Frontier orbital gap: 9.08 eV
- ΔE to the lowest compared entry with this formula, charge and spin: 133.5 kJ/mol
- Molar mass: 102.18 g/mol

Atoms and positions in Å:
C -0.66 2.29 -2.49
C -1.11 0.91 -1.95
N -0.40 0.51 -0.77
C 0.10 -0.82 -0.53
C 0.94 -0.89 0.71
N 0.14 -0.74 1.93
C 0.82 -1.38 3.06
H 0.05 2.21 -3.32
H -0.16 2.84 -1.70
H -1.52 2.82 -2.86
H -0.91 0.16 -2.71
H -2.20 1.00 -1.77
H -0.14 1.21 -0.11
H 0.65 -1.17 -1.42
H -0.72 -1.56 -0.46
H 1.52 -1.81 0.68
H 1.75 -0.13 0.65
H 0.16 0.25 2.15
H 0.84 -2.46 2.89
H 1.83 -0.97 3.20
H 0.27 -1.23 3.99

---

# 4
The following is a DFT calculation (ωB97M-V/def2-TZVPD) of a single C5H14N2 molecule at a distorted geometry.

Properties
- E_tot: -8391.65029 eV
- HOMO level: -8.763 eV
- SMILES: CC[C@@H](C)NCN
- Multiplicity: 1
- Frontier orbital gap: 9.88 eV
- ΔE to the lowest compared entry with this formula, charge and spin: 93.5 kJ/mol
- Molar mass: 102.18 g/mol

Atoms and positions in Å:
C 1.93 1.42 0.65
C 0.43 1.08 0.76
C 0.07 -0.44 0.64
C -0.12 -0.99 2.05
N -1.17 -0.58 -0.16
C -0.95 -0.93 -1.53
N -0.49 0.21 -2.36
H 2.52 1.11 1.48
H 2.05 2.50 0.59
H 2.34 0.95 -0.24
H -0.10 1.76 0.09
H 0.13 1.39 1.76
H 0.87 -1.00 0.14
H -0.76 -0.37 2.67
H 0.88 -0.99 2.47
H -0.49 -2.00 2.00
H -1.70 0.27 -0.08
H -1.85 -1.39 -1.94
H -0.18 -1.70 -1.58
H 0.18 -0.12 -3.02
H -0.24 0.99 -1.82

---

- Look up the E_tot of the fourth one.
  -8391.65029 eV

---

- What is the frontier orbital gap in the fourth record?
  9.88 eV